Formula: CH3Br2PS
Source: the Open Molecules 2025 dataset
Level of theory: wB97M-V/def2-TZVPD

```
8
Properties=species:S:1:pos:R:3:forces:R:3
C 0.143419 0.338204 1.453362 -0.9 -1.8 -1.5
P 0.020723 -0.156053 -1.705866 1.4 -0.1 0.0
S -1.342034 -0.308892 -0.176858 1.9 0.4 2.7
Br -0.164001 2.125176 1.883661 -0.2 0.4 0.2
Br 1.991433 0.021503 0.941160 -0.7 0.0 0.0
H -0.057403 -0.388263 2.261140 -0.2 0.7 -0.5
H 0.406682 -1.494540 -2.064583 -0.3 0.2 0.4
H -0.998819 -0.137135 -2.592017 -1.0 0.2 -1.2
```
Forces are in eV/Å.

## Properties
* HOMO level: -0.3297 Eh
* energy relative to the best compared isomer or geometry (same formula, charge and spin): 81.5 kcal/mol

Formula: CH3Br3SSi
Source: the Open Molecules 2025 dataset
Level of theory: wB97M-V/def2-TZVPD

```
9
Properties=species:S:1:pos:R:3:forces:R:3
C 0.152683 -0.622016 -0.099881 -0.3 -0.2 -0.1
Si -0.367649 -2.117787 0.970821 -0.1 0.3 0.4
S -1.237813 0.563309 -0.202427 0.2 -0.5 0.0
Br -0.285300 -1.547909 3.111428 0.1 -0.4 -0.7
Br 2.617824 -5.059421 0.721109 -0.9 0.9 0.0
Br -2.313142 -3.040875 0.501525 0.8 0.1 0.0
H 1.024770 -0.122708 0.313891 0.1 -0.2 0.1
H 0.370192 -0.915642 -1.125706 0.0 -0.1 0.1
H -1.150848 1.007502 1.052345 0.0 0.1 0.2
```
Forces are in eV/Å.

## Properties
* HOMO level (spin up / spin down): -0.3041 / -0.3041 Eh
* energy relative to the best compared isomer or geometry (same formula, charge and spin): 88.8 kcal/mol

Formula: CH3BrCl2OSi
Source: the Open Molecules 2025 dataset
Level of theory: wB97M-V/def2-TZVPD

```
9
Properties=species:S:1:pos:R:3:forces:R:3
C 1.713534 -0.036412 0.015051 0.3 -0.8 0.0
O 0.795825 0.957935 -0.002111 -3.6 0.7 0.1
Si -1.840215 0.241657 0.007738 3.9 -0.4 -0.2
Cl -2.692855 0.624719 1.746663 -0.3 0.3 0.4
Cl -2.600431 1.078719 -1.610947 -0.3 0.4 -0.3
Br -1.338737 -1.861772 -0.239794 -0.3 0.1 0.0
H 1.273454 -1.034652 0.199966 0.1 0.0 0.0
H 2.437873 0.131849 0.827265 0.1 -0.1 0.0
H 2.251555 -0.102043 -0.943831 0.1 -0.1 0.0
```
Forces are in eV/Å.

## Properties
* HOMO level (spin up / spin down): -0.3185 / -0.3167 Eh
* energy relative to the best compared isomer or geometry (same formula, charge and spin): 92.7 kcal/mol

Formula: CH3BrCl2Si
Source: the Open Molecules 2025 dataset
Level of theory: wB97M-V/def2-TZVPD

```
8
Properties=species:S:1:pos:R:3:forces:R:3
C 1.637006 -0.448233 -0.088496 -0.7 0.3 0.4
Si -1.489772 0.105373 0.080815 2.0 -1.3 0.5
Cl -2.974640 -0.565702 -1.029590 -1.2 -0.7 -1.1
Cl -1.333581 2.039402 -0.127230 0.2 2.3 -0.3
Br 2.760587 0.956592 -0.606574 -0.4 -0.1 0.1
H 1.486677 -0.578099 0.971095 0.2 0.2 0.1
H 1.766187 -1.343520 -0.651510 -0.1 -0.3 -0.5
H -1.852465 -0.165811 1.451488 0.0 -0.2 0.7
```
Forces are in eV/Å.

## Properties
* HOMO level (spin up / spin down): -0.3221 / -0.2984 Eh
* energy relative to the best compared isomer or geometry (same formula, charge and spin): 77.1 kcal/mol

Formula: CH3BrClN
Source: the Open Molecules 2025 dataset
Level of theory: wB97M-V/def2-TZVPD

```
7
Properties=species:S:1:pos:R:3:forces:R:3
C 0.419326 -0.382954 -0.115050 -0.7 -0.7 2.2
N -0.103103 0.574292 -0.843095 2.3 3.5 3.7
Cl -1.307559 -0.713063 1.693803 0.7 0.1 -0.9
Br 1.904097 0.001615 1.003024 -0.6 0.0 -0.7
H 0.216938 -1.440824 -0.193988 0.2 0.1 -0.7
H -0.217671 1.459099 -0.208310 0.8 -1.7 -1.8
H -0.912028 0.501834 -1.336384 -2.7 -1.3 -1.8
```
Forces are in eV/Å.

## Properties
* HOMO level: -0.3387 Eh
* energy relative to the best compared isomer or geometry (same formula, charge and spin): 33.5 kcal/mol

Formula: CH3BrClN
Source: the Open Molecules 2025 dataset
Level of theory: wB97M-V/def2-TZVPD

```
7
Properties=species:S:1:pos:R:3:forces:R:3
C -1.504304 -0.175506 0.175911 -1.3 1.6 3.5
N 1.603565 0.257955 -0.591814 -0.3 1.1 0.0
Cl 2.104293 1.801662 0.041093 0.0 -1.2 -0.3
Br 2.728453 -1.134846 -0.238496 0.3 0.1 0.2
H -0.955250 -1.030721 0.393769 1.0 -1.2 0.6
H -2.106921 0.366935 0.981459 1.3 -0.9 -1.1
H -1.869836 -0.085476 -0.761925 -0.9 0.4 -2.9
```
Forces are in eV/Å.

## Properties
* HOMO level (spin up / spin down): -0.3266 / -0.3650 Eh
* energy relative to the best compared isomer or geometry (same formula, charge and spin): 126.8 kcal/mol